1.
17
Properties=species:S:1:pos:R:3 method="wB97M-V/def2-TZVPD" lumo_ev=-0.31 e_tot_ha=-873.1397 relative_energy_kcal_mol=141.3 multiplicity=1 homo_ev=-9.207 largest_force_ev_per_a=3.43
S 0.807 -1.503 -2.156
O 1.428 -1.056 -3.390
O 0.709 -2.955 -1.831
O 0.533 0.486 2.128
N 1.236 -0.719 0.230
C -0.799 -0.678 -1.990
C -0.557 0.928 1.500
C 1.885 -0.734 -0.847
C -0.949 2.286 2.046
C 1.036 -0.606 1.448
H -2.005 2.221 2.172
H -0.540 2.366 3.082
H -1.264 -1.109 -1.066
H -0.683 3.105 1.355
H -1.263 -0.869 -2.994
H 1.066 -1.500 2.108
H -0.640 0.336 -1.794


2.
9
Properties=species:S:1:pos:R:3 method="wB97M-V/def2-TZVPD" lumo_ev=0.41 e_tot_ha=-1103.8242 relative_energy_kcal_mol=34.1 multiplicity=1 homo_ev=-8.467 largest_force_ev_per_a=6.96
Cl -2.659 -0.524 -0.095
S 2.758 -0.551 -0.104
O 0.850 1.107 0.018
N 0.093 -0.950 -0.002
C 1.208 -0.119 0.027
C -0.953 -0.178 0.131
C -0.604 1.061 -0.124
H -1.093 2.150 -0.059
H 0.400 -1.995 0.208


3.
57
Properties=species:S:1:pos:R:3 method="wB97M-V/def2-TZVPD" lumo_ev=2.65 e_tot_ha=-3735.0294 relative_energy_kcal_mol=35.3 multiplicity=1 homo_ev=-4.331 total_charge=-1 largest_force_ev_per_a=1.07
Cd 0.514 0.415 1.343
Cl 1.700 2.638 2.985
Cl -0.713 1.259 3.811
S 2.239 -0.080 -0.460
S -1.630 -2.109 3.052
S -0.342 2.707 0.192
Si -2.161 3.614 -2.365
O 1.857 -0.444 2.854
O 1.893 -2.644 2.498
N 0.126 -2.231 0.398
N -1.805 -4.599 2.068
N -1.660 0.489 0.298
N -0.640 -3.302 0.815
N -1.431 -5.344 0.994
C 5.958 -1.997 1.313
C -3.516 3.786 -3.714
C 0.304 2.694 4.067
C -0.094 -4.879 -1.044
C -1.330 -3.327 2.005
C 3.637 -0.807 0.299
C 5.960 -1.426 0.048
C 4.794 -1.982 2.063
C -0.508 3.397 -3.287
C -3.488 1.157 -1.662
C 4.816 -0.840 -0.453
C -2.648 -0.335 -0.011
C -2.484 2.050 -1.358
C -3.599 -0.046 -0.970
C -0.714 -4.549 0.260
C 2.368 -1.500 2.393
C 3.640 -1.390 1.575
C -2.254 5.230 -1.354
C -1.583 1.678 -0.330
H -3.146 5.258 -0.735
H -2.336 -4.986 2.827
H 4.793 -0.408 -1.445
H -0.283 3.574 3.820
H 1.043 -2.315 0.856
H 0.666 2.701 5.092
H -4.394 -0.744 -1.185
H -0.216 4.292 -3.828
H -3.510 2.955 -4.412
H 6.846 -2.476 1.705
H 0.974 -4.657 -1.034
H 6.855 -1.450 -0.565
H -1.395 5.316 -0.699
H -4.513 3.858 -3.293
H -0.553 -4.285 -1.835
H -0.252 -5.933 -1.246
H 4.759 -2.433 3.048
H 0.280 3.161 -2.582
H -2.277 6.102 -2.003
H 0.227 -2.214 -0.612
H -4.189 1.389 -2.450
H -0.564 2.580 -4.002
H -2.672 -1.262 0.550
H -3.348 4.690 -4.293


4.
15
Properties=species:S:1:pos:R:3 method="wB97M-V/def2-TZVPD" lumo_ev=0.93 e_tot_ha=-345.6430 relative_energy_kcal_mol=101.6 multiplicity=1 homo_ev=-8.859 largest_force_ev_per_a=3.34
O 0.585 -1.356 0.382
O -0.283 0.647 -1.400
C -0.804 -1.076 0.327
C -1.265 0.026 -0.576
C -1.342 0.193 0.934
C 0.923 0.843 -0.667
C 1.511 -0.376 -0.082
H 2.236 -0.952 -0.646
H -1.382 -1.998 0.432
H 0.721 1.612 0.079
H -2.322 0.158 1.406
H -2.220 -0.056 -1.102
H 2.375 0.390 0.401
H -0.631 0.824 1.453
H 1.962 1.205 -0.990


5.
81
Properties=species:S:1:pos:R:3 method="wB97M-V/def2-TZVPD" lumo_ev="0.41 / 0.41" e_tot_ha=-10767.9707 relative_energy_kcal_mol=17.9 multiplicity=2 homo_ev="-4.494 / -4.479" s_squared=0.75 total_charge=-1 largest_force_ev_per_a=1.00
Ir -0.167 -0.023 -0.194
Se 3.951 4.626 -4.557
Ge -2.265 2.459 2.559
S 0.357 -4.099 0.158
S -0.490 1.635 1.682
S -3.580 -3.282 -1.281
S -1.348 -3.861 -2.983
S 0.172 -1.368 -2.204
S -3.662 -5.733 -2.970
S -2.408 -0.723 -0.229
F -2.916 5.687 2.354
F 0.316 7.255 5.337
F -4.058 4.988 -1.698
F -2.172 4.033 -0.033
F -1.653 7.722 3.535
F -0.229 2.646 4.768
F 1.002 4.713 5.979
F -5.111 -1.724 3.934
F -5.194 -1.123 6.582
F -7.401 3.377 1.182
F -6.681 4.651 -1.100
F -2.710 2.753 5.838
F -3.983 1.115 7.503
F -3.891 -0.026 2.229
F -5.556 2.411 2.832
O 0.279 -1.698 0.943
O 1.159 -0.744 2.777
N -0.412 1.536 -1.462
N 1.837 0.541 -0.429
N 4.394 3.398 -3.348
N 2.203 4.401 -4.315
C 2.921 -0.050 0.057
C 1.000 -1.695 2.030
C -3.824 0.221 3.537
C -1.302 6.464 3.828
C 3.256 -5.268 2.674
C -4.409 4.315 -0.593
C -1.562 2.005 -1.923
C 2.660 -3.035 3.298
C -1.933 5.392 3.221
C 2.059 3.490 -3.397
C -0.456 3.502 -3.411
C -3.777 3.110 1.422
C 3.440 -4.160 3.495
C 1.523 -4.105 1.450
C -3.913 0.809 6.202
C -3.170 1.365 3.962
C -4.531 -0.333 5.737
C 0.741 2.050 -1.933
C 4.202 0.266 -0.383
C -4.491 -0.636 4.390
C -5.747 4.154 -0.289
C 3.283 2.925 -2.862
C 0.758 3.025 -2.915
C -1.236 -2.388 -2.044
C -2.265 -2.130 -1.247
C -2.906 -4.363 -2.444
C -1.623 2.998 -2.896
C 4.360 1.246 -1.332
C -0.303 6.230 4.749
C 2.302 -5.249 1.673
C -3.458 3.797 0.261
C -6.109 3.500 0.869
C 3.227 1.881 -1.838
C -1.601 4.079 3.499
C -5.127 2.993 1.705
C 1.717 -2.988 2.276
C -3.242 1.635 5.319
C 1.980 1.488 -1.378
C -0.591 3.886 4.435
C 0.051 4.932 5.067
H 2.771 -0.797 0.821
H 5.336 1.529 -1.706
H 4.189 -4.178 4.278
H 2.155 -6.116 1.039
H -2.584 3.352 -3.238
H 3.866 -6.152 2.812
H -0.450 4.253 -4.190
H 2.771 -2.158 3.922
H 5.048 -0.262 0.032
H -2.455 1.555 -1.510


6.
9
Properties=species:S:1:pos:R:3 method="wB97M-V/def2-TZVPD" lumo_ev="-0.07 / -1.94" e_tot_ha=-780.7767 relative_energy_kcal_mol=109.5 multiplicity=1 homo_ev="-9.372 / -8.505" largest_force_ev_per_a=4.51
Cl 2.512 1.603 0.041
O -0.267 -2.126 2.017
O -2.003 -1.779 -1.057
N -0.435 -0.462 0.272
C -0.468 -1.472 1.084
C 0.943 1.640 -0.470
C -1.269 -1.367 -0.212
H 0.726 1.544 -1.654
H 0.263 2.418 -0.021


Please write out number 5 again, unchanged.
81
Properties=species:S:1:pos:R:3 method="wB97M-V/def2-TZVPD" lumo_ev="0.41 / 0.41" e_tot_ha=-10767.9707 relative_energy_kcal_mol=17.9 multiplicity=2 homo_ev="-4.494 / -4.479" s_squared=0.75 total_charge=-1 largest_force_ev_per_a=1.00
Ir -0.167 -0.023 -0.194
Se 3.951 4.626 -4.557
Ge -2.265 2.459 2.559
S 0.357 -4.099 0.158
S -0.490 1.635 1.682
S -3.580 -3.282 -1.281
S -1.348 -3.861 -2.983
S 0.172 -1.368 -2.204
S -3.662 -5.733 -2.970
S -2.408 -0.723 -0.229
F -2.916 5.687 2.354
F 0.316 7.255 5.337
F -4.058 4.988 -1.698
F -2.172 4.033 -0.033
F -1.653 7.722 3.535
F -0.229 2.646 4.768
F 1.002 4.713 5.979
F -5.111 -1.724 3.934
F -5.194 -1.123 6.582
F -7.401 3.377 1.182
F -6.681 4.651 -1.100
F -2.710 2.753 5.838
F -3.983 1.115 7.503
F -3.891 -0.026 2.229
F -5.556 2.411 2.832
O 0.279 -1.698 0.943
O 1.159 -0.744 2.777
N -0.412 1.536 -1.462
N 1.837 0.541 -0.429
N 4.394 3.398 -3.348
N 2.203 4.401 -4.315
C 2.921 -0.050 0.057
C 1.000 -1.695 2.030
C -3.824 0.221 3.537
C -1.302 6.464 3.828
C 3.256 -5.268 2.674
C -4.409 4.315 -0.593
C -1.562 2.005 -1.923
C 2.660 -3.035 3.298
C -1.933 5.392 3.221
C 2.059 3.490 -3.397
C -0.456 3.502 -3.411
C -3.777 3.110 1.422
C 3.440 -4.160 3.495
C 1.523 -4.105 1.450
C -3.913 0.809 6.202
C -3.170 1.365 3.962
C -4.531 -0.333 5.737
C 0.741 2.050 -1.933
C 4.202 0.266 -0.383
C -4.491 -0.636 4.390
C -5.747 4.154 -0.289
C 3.283 2.925 -2.862
C 0.758 3.025 -2.915
C -1.236 -2.388 -2.044
C -2.265 -2.130 -1.247
C -2.906 -4.363 -2.444
C -1.623 2.998 -2.896
C 4.360 1.246 -1.332
C -0.303 6.230 4.749
C 2.302 -5.249 1.673
C -3.458 3.797 0.261
C -6.109 3.500 0.869
C 3.227 1.881 -1.838
C -1.601 4.079 3.499
C -5.127 2.993 1.705
C 1.717 -2.988 2.276
C -3.242 1.635 5.319
C 1.980 1.488 -1.378
C -0.591 3.886 4.435
C 0.051 4.932 5.067
H 2.771 -0.797 0.821
H 5.336 1.529 -1.706
H 4.189 -4.178 4.278
H 2.155 -6.116 1.039
H -2.584 3.352 -3.238
H 3.866 -6.152 2.812
H -0.450 4.253 -4.190
H 2.771 -2.158 3.922
H 5.048 -0.262 0.032
H -2.455 1.555 -1.510